The following is a DFT calculation (wB97M-V/def2-TZVPD) of a 8-piece molecular cluster, C38H80N11O10 overall.

XYZ file:
```
139
Properties=species:S:1:pos:R:3:forces:R:3
C -3.02433 -4.59519 -1.45879 -0.3 -0.6 -0.7
C -3.90964 -4.40329 -2.77828 -0.8 0.6 0.7
C -3.16739 -3.66642 -3.99316 -0.6 -0.8 0.0
C -1.66511 -4.16477 -4.27362 0.1 0.3 -1.2
C -0.64464 -2.92952 -4.55749 -0.9 0.3 0.0
C -0.69073 -1.82860 -3.37596 0.2 -0.6 -1.0
N -1.21511 -0.59267 -3.81005 1.5 -3.1 2.0
N -1.33842 0.36757 -2.89889 2.0 -1.6 3.4
C -1.92833 1.69242 -3.34367 -0.7 0.2 -1.7
N -3.39206 1.55556 -3.21069 1.3 0.1 0.9
C -0.94897 0.12402 -1.56832 -0.1 0.9 2.3
N -1.17562 1.24442 -0.63221 -0.3 -2.3 -0.9
C -0.31743 -1.14748 -0.94768 -0.5 -1.8 -4.6
O 0.04387 -1.30372 0.41103 -0.5 1.2 -3.1
C 1.18897 -0.47764 0.76534 1.6 0.9 1.5
C 1.75725 -1.08976 2.15488 -1.4 -0.7 0.0
O 2.18727 -0.07247 3.07630 -0.9 -1.2 -0.3
C 1.38819 -0.09851 4.29158 0.3 0.9 1.5
C 2.12996 0.83375 5.37847 -0.8 -0.1 0.1
C -0.16702 -2.30271 -2.01284 -1.7 4.5 1.8
C 0.40344 -3.70907 -1.60571 2.6 0.5 -1.9
C 1.73188 -4.07423 -2.62431 2.2 1.4 2.2
C 3.21730 -4.00030 -1.85013 -2.4 2.5 -4.9
O 2.65970 -2.92688 -2.90808 -2.6 -3.2 0.3
H -2.49082 -3.61351 -1.24696 -0.5 -1.3 -0.1
H -3.64510 -4.92180 -0.54833 0.8 0.7 -1.4
H -2.29539 -5.45786 -1.66630 -0.8 1.4 0.5
H -4.78771 -3.71739 -2.47989 1.2 -1.1 -0.5
H -4.39726 -5.39200 -3.08377 0.9 1.3 0.3
H -3.26780 -2.54627 -3.81810 0.5 -1.3 -0.2
H -3.79376 -3.89456 -4.93266 1.0 0.5 1.4
H -1.26321 -4.91231 -3.52051 -0.6 1.1 -0.8
H -1.70614 -4.72929 -5.27801 0.2 0.7 1.6
H -1.02557 -2.48204 -5.54858 0.6 -0.2 1.8
H 0.41760 -3.27804 -4.78145 -1.4 0.5 0.6
H -1.59437 1.79738 -4.44033 -0.3 -0.3 1.6
H -1.48065 2.57760 -2.79325 -0.6 -1.5 -0.3
H -3.79355 2.49103 -3.05081 0.2 -1.0 -0.5
H -3.78162 1.12994 -4.06003 0.2 0.6 0.6
H -2.15389 1.56322 -0.67965 0.5 0.0 -0.4
H -1.04769 0.91957 0.34058 0.1 0.1 -0.8
H 0.91936 0.62043 0.98584 0.1 -1.6 -0.4
H 1.97147 -0.46415 -0.06352 -1.1 -0.3 1.0
H 0.85979 -1.62222 2.64634 1.2 0.6 -1.0
H 2.53671 -1.91242 1.98219 -0.8 1.4 0.2
H 1.23906 -1.14860 4.71637 0.4 1.2 -0.8
H 0.35642 0.35901 4.13164 1.1 -0.7 -0.2
H 2.09012 0.36265 6.42126 0.1 0.5 -1.6
H 3.21406 1.02925 5.09448 -1.5 -0.3 0.3
H 1.54299 1.81469 5.45352 1.1 -1.3 -0.1
H 0.95491 -3.63255 -0.61290 -1.4 0.0 -1.1
H -0.31010 -4.58269 -1.68412 0.7 1.4 0.3
H 1.58487 -4.92469 -3.44448 0.5 2.1 1.8
H 3.93709 -4.47118 -2.58684 -0.2 0.1 2.2
H 3.42666 -3.13826 -1.14684 0.0 -2.4 0.3
C 5.24950 -0.90678 7.30226 0.0 0.2 0.4
O 4.80601 -2.03818 7.35745 -0.1 0.2 0.1
N 5.20071 0.00867 8.30981 0.1 -0.3 -0.7
C 5.75288 1.34059 8.16622 -0.1 -0.1 0.2
C 4.57659 -0.36208 9.56558 0.0 -0.3 -0.1
H 5.74353 -0.52462 6.39393 0.0 0.1 0.0
H 6.52877 1.48831 8.92146 0.0 0.2 -0.1
H 4.95634 2.07462 8.31301 0.2 0.1 0.0
H 6.18785 1.47855 7.17536 -0.1 -0.1 0.1
H 5.10000 -1.22403 9.98572 -0.2 0.0 0.1
H 3.53641 -0.64128 9.38077 0.0 0.0 0.2
H 4.61321 0.46849 10.27084 0.0 0.0 -0.2
C -3.58043 3.89887 -5.82745 0.6 0.7 -0.7
O -3.63834 3.62677 -4.63508 0.1 0.6 -0.4
N -2.57112 4.57888 -6.42718 -1.0 -0.7 0.4
C -2.57207 4.86399 -7.85011 0.3 0.0 0.0
C -1.45479 5.03615 -5.62171 -0.1 0.0 0.3
H -4.37605 3.59963 -6.52734 0.0 0.0 0.0
H -1.68773 4.40969 -8.30245 -0.1 0.2 -0.1
H -2.54173 5.94650 -7.99509 0.0 -0.1 -0.2
H -3.46692 4.46354 -8.32928 0.0 0.0 0.2
H -0.97714 4.17501 -5.14763 0.1 0.2 0.0
H -1.82616 5.70433 -4.84056 0.1 0.0 0.0
H -0.72807 5.56284 -6.23976 -0.1 -0.1 0.0
C -0.14388 5.55556 3.78612 0.1 -0.1 0.0
O 0.73662 6.28622 4.19055 0.0 -0.4 -0.2
N 0.05136 4.33256 3.21213 -0.4 0.4 0.1
C -1.05065 3.51494 2.75241 0.4 0.0 0.1
C 1.40570 3.83771 3.05877 0.1 0.3 0.1
H -1.20717 5.83706 3.85536 -0.1 -0.1 0.0
H -1.03593 2.56160 3.28864 -0.2 -0.1 -0.1
H -0.93607 3.33277 1.67930 -0.2 -0.1 0.0
H -2.00595 4.01031 2.93073 0.1 0.0 0.0
H 1.87522 3.77331 4.04292 0.1 0.0 -0.2
H 1.97550 4.53880 2.44402 0.1 -0.1 0.1
H 1.40452 2.85351 2.58760 -0.1 0.1 0.1
C -0.17900 2.80404 -9.99938 0.3 -0.5 0.0
O 0.12016 3.82661 -9.41025 0.1 -0.2 0.0
N 0.54832 1.65419 -9.99110 -0.6 0.5 -0.2
C 0.12866 0.47363 -10.71829 0.2 0.1 0.1
C 1.78316 1.61021 -9.22940 0.0 0.3 0.2
H -1.09648 2.73229 -10.60612 0.0 -0.1 0.0
H -0.00401 -0.35105 -10.01313 0.0 -0.1 -0.2
H 0.89990 0.21054 -11.44646 -0.1 -0.2 0.0
H -0.81166 0.65080 -11.24207 0.1 0.1 0.1
H 1.56554 1.82015 -8.17909 0.2 0.0 0.0
H 2.46363 2.37795 -9.60488 0.1 -0.1 0.1
H 2.25215 0.62974 -9.31797 -0.1 0.1 -0.1
C -1.92748 -2.16656 4.31509 -0.2 -0.5 0.0
O -1.96962 -1.79509 5.47206 0.0 -0.2 -0.2
N -2.24045 -3.41685 3.87690 0.3 0.8 -0.1
C -2.16412 -3.78202 2.47711 -0.1 -0.1 0.3
C -2.66372 -4.41410 4.84235 0.0 0.2 0.3
H -1.61920 -1.48779 3.50197 0.0 0.0 -0.1
H -3.15269 -4.10177 2.13758 0.1 0.0 -0.2
H -1.45451 -4.60565 2.36169 -0.1 0.0 -0.2
H -1.83336 -2.93725 1.87009 0.0 0.0 0.1
H -3.55894 -4.05771 5.35715 0.1 -0.2 0.1
H -1.87085 -4.55853 5.57990 -0.2 -0.1 0.0
H -2.87881 -5.36038 4.34555 0.0 0.2 0.0
C -0.95485 -1.42911 10.72806 -0.4 0.1 -0.1
O -1.08156 -1.64212 11.91826 -0.1 0.1 -0.2
N -1.92934 -0.94516 9.90771 0.7 -0.2 0.2
C -1.70205 -0.71663 8.49458 -0.3 0.0 0.2
C -3.23390 -0.64968 10.46662 0.1 -0.1 0.3
H -0.00380 -1.61978 10.20430 0.0 0.0 -0.1
H -1.87188 0.34078 8.27399 0.0 -0.1 -0.2
H -2.40068 -1.32658 7.91848 0.2 0.1 -0.2
H -0.68170 -0.98119 8.21394 -0.1 0.0 0.1
H -3.12528 0.09802 11.25598 -0.2 -0.1 0.0
H -3.65186 -1.56000 10.90313 -0.1 0.1 0.0
H -3.90441 -0.27241 9.69392 0.2 -0.1 0.0
C 2.69381 2.89873 -4.66135 0.1 -0.2 0.2
O 2.03036 2.80681 -5.67709 0.0 -0.2 0.2
N 2.89910 1.89261 -3.76498 0.0 0.6 -0.3
C 3.70220 2.07463 -2.57274 -0.1 -0.2 -0.2
C 2.29351 0.60032 -4.01502 0.0 0.1 -0.2
H 3.19563 3.83853 -4.38078 0.0 0.0 0.1
H 4.53848 1.37138 -2.59523 0.0 0.1 0.2
H 3.08355 1.87834 -1.69248 0.2 0.1 0.1
H 4.09209 3.09157 -2.51567 -0.1 -0.1 -0.1
H 2.65800 0.21614 -4.97070 -0.2 -0.2 0.1
H 1.20766 0.71268 -4.07364 0.0 -0.1 -0.1
H 2.54335 -0.10002 -3.21658 0.1 0.1 -0.1
```
Positions in Å, forces in eV/Å.

Total charge: +1
Lowest unoccupied orbital energy (eV): -4.2
E_HOMO (eV): -10.1270
Strongest force on any atom (eV Å⁻¹): 6.0